# 1
Computed, not measured: 2 unconnected molecules or ions with the total composition C4H14NO2 in a non-equilibrium geometry, with the ωB97M-V functional and the def2-TZVPD basis.

Computed properties:
LUMO energy   -2.85 eV
Net charge   +1
Kohn-Sham gap   11.5 eV

Each atom is followed by the atoms it is bonded to, with distances in Å.
Positions of all 21 atoms, in Å:
1 O 0.5953 -0.6104 2.5379  C2 1.362, H7 1.050
2 C -0.0580 -1.5198 1.7621  O1 1.362, C3 1.642, H8 1.087, H9 1.085
3 C 0.1430 -1.1519 0.1749  C2 1.642, N4 1.521, H10 1.200, H11 1.081
4 N -0.2000 0.3076 -0.0804  C3 1.521, C5 1.541, H12 1.072, H13 1.061
5 C 1.1135 1.1011 -0.2253  N4 1.541, C6 1.638, H14 1.118, H15 1.093
6 C 1.3182 1.1171 -1.8509  C5 1.638, H16 1.110, H17 1.091, H18 1.113
7 H 1.5981 -0.8264 2.7604  O1 1.050
8 H 0.2580 -2.5357 1.9841  C2 1.087
9 H -1.0870 -1.2640 1.9930  C2 1.085
10 H 1.2398 -1.5214 -0.1431  C3 1.200
11 H -0.5965 -1.7125 -0.3795  C3 1.081
12 H -0.8557 0.6029 0.7141  N4 1.072
13 H -0.6620 0.3705 -1.0331  N4 1.061
14 H 0.9335 2.1219 0.1940  C5 1.118
15 H 1.9671 0.7430 0.3563  C5 1.093
16 H 2.0424 1.9116 -2.1293  C6 1.110
17 H 1.7628 0.2303 -2.3055  C6 1.091
18 H 0.5178 1.4996 -2.5234  C6 1.113
19 H -3.6681 1.0390 -0.1709  O21 1.059
20 H -3.3674 -0.2818 -0.9804  O21 0.826
21 O -2.9949 0.3794 -0.6550  H19 1.059, H20 0.826

# 2
Computed, not measured: 2 unconnected molecules or ions with the total composition C4H14NO2 in a non-equilibrium geometry, with the ωB97M-V functional and the def2-TZVPD basis.

Computed properties:
LUMO energy   -2.84 eV
Net charge   +1
Kohn-Sham gap   12.0 eV

Each atom is followed by the atoms it is bonded to, with distances in Å.
Positions of all 21 atoms, in Å:
1 O -0.2974 -1.9148 -0.1056  C2 1.438, H7 0.961
2 C 0.4881 -1.4471 1.0049  O1 1.438, C3 1.536, H8 1.092, H9 1.087
3 C 0.4814 0.0790 0.8338  C2 1.536, N4 1.484, C6 1.526, H10 1.073
4 N -0.4427 0.3967 -0.2832  C3 1.484, C5 1.480, H11 1.046, H12 1.020
5 C -0.3488 1.7444 -0.8885  N4 1.480, H13 1.056, H14 1.088, H15 1.073
6 C -0.0531 0.7228 2.1101  C3 1.526, H16 1.085, H17 1.096, H18 1.090
7 H -0.2810 -2.8675 -0.2307  O1 0.961
8 H 1.4980 -1.8085 0.8016  C2 1.092
9 H 0.0827 -1.8253 1.9399  C2 1.087
10 H 1.4562 0.3946 0.5139  C3 1.073
11 H -0.3179 -0.2978 -1.0558  N4 1.046
12 H -1.4123 0.2551 -0.0017  N4 1.020
13 H -1.2761 2.0448 -1.2949  C5 1.056
14 H 0.4945 1.7445 -1.5754  C5 1.088
15 H -0.0301 2.5052 -0.2024  C5 1.073
16 H 0.5819 0.5629 2.9751  C6 1.085
17 H -0.1624 1.8021 1.9550  C6 1.096
18 H -1.0849 0.4156 2.2830  C6 1.090
19 H 0.6618 -1.4816 -2.6721  O21 0.949
20 H -0.1159 -0.2908 -3.4661  O21 0.957
21 O 0.0781 -0.7341 -2.6410  H19 0.949, H20 0.957

# 3
Computed, not measured: 2 unconnected molecules or ions with the total composition C4H14NO2 in a non-equilibrium geometry, with the ωB97M-V functional and the def2-TZVPD basis.

Computed properties:
LUMO energy   -3.47 eV
Net charge   +1
Kohn-Sham gap   10.2 eV

Each atom is followed by the atoms it is bonded to, with distances in Å.
Positions of all 21 atoms, in Å:
1 C -1.2983 0.5184 0.0226  C2 1.587, N6 1.563, H7 1.078, H8 1.083
2 C 0.1807 1.0269 -0.2470  C1 1.587, C3 1.542, H9 1.090, H10 1.073
3 C 0.4298 0.3370 -1.6031  C2 1.542, C4 1.549, H11 1.102, H12 1.092
4 C 0.6299 -1.1986 -1.5946  C3 1.549, O5 1.436, H13 1.088, H14 1.102
5 O -0.4931 -1.9861 -1.1700  C4 1.436, H15 0.957
6 N -1.6824 1.0230 1.4506  C1 1.563, H16 1.023, H17 1.023, H18 1.024
7 H -1.2142 -0.5314 0.2504  C1 1.078
8 H -2.0576 0.9012 -0.6482  C1 1.083
9 H 0.0694 2.1033 -0.3798  C2 1.090
10 H 0.6877 0.6169 0.6050  C2 1.073
11 H 1.3171 0.8040 -2.0601  C3 1.102
12 H -0.3779 0.4472 -2.3303  C3 1.092
13 H 0.9452 -1.4709 -2.5995  C4 1.088
14 H 1.4400 -1.4300 -0.8840  C4 1.102
15 H -0.5054 -2.7271 -1.7752  O5 0.957
16 H -1.7198 0.1762 2.0227  N6 1.023
17 H -2.6176 1.4205 1.5683  N6 1.023
18 H -1.0384 1.6007 1.9990  N6 1.024
19 H 2.9632 0.5715 2.5280  O21 0.949
20 H 1.8143 -0.4776 2.7792  O21 0.963
21 O 2.0969 0.2858 2.2651  H19 0.949, H20 0.963

# 4
Computed, not measured: 2 unconnected molecules or ions with the total composition C4H14NO2 in a non-equilibrium geometry, with the ωB97M-V functional and the def2-TZVPD basis.

Computed properties:
LUMO energy (alpha / beta)   -6.80 / -13.55 eV
Net charge   +2
Kohn-Sham gap (alpha / beta)   13.0 / 6.2 eV
2S+1   2

Each atom is followed by the atoms it is bonded to, with distances in Å.
Positions of all 21 atoms, in Å:
1 C -0.1897 1.2899 0.9652  C2 1.562, N6 1.527, H7 1.122, H8 1.086
2 C -0.2420 1.1116 -0.5856  C1 1.562, C3 1.540, H9 1.116, H10 1.094
3 C 0.3044 -0.0978 -1.3670  C2 1.540, C4 1.584, H11 1.034, H12 1.162
4 C 1.5786 -0.8167 -0.7605  C3 1.584, O5 1.462, H13 1.083, H14 1.110
5 O 2.5439 0.2259 -0.4142  C4 1.462, H15 0.969
6 N -1.4243 0.6980 1.6419  C1 1.527, H16 1.022, H17 1.001, H18 1.035
7 H 0.6607 0.6670 1.3486  C1 1.122
8 H -0.2399 2.3367 1.2498  C1 1.086
9 H 0.3252 1.9542 -1.0482  C2 1.116
10 H -1.2911 1.3491 -0.7876  C2 1.094
11 H -0.3694 -0.8466 -1.5986  C3 1.034
12 H 0.6403 0.4461 -2.3379  C3 1.162
13 H 1.9638 -1.5906 -1.4136  C4 1.083
14 H 1.2347 -1.2831 0.1864  C4 1.110
15 H 3.1917 0.2893 -1.1316  O5 0.969
16 H -2.0752 1.4131 1.3104  N6 1.022
17 H -1.6151 -0.1905 1.2226  N6 1.001
18 H -1.2454 0.6205 2.6584  N6 1.035
19 H -1.9188 -2.4674 -0.1187  O21 0.955
20 H -0.6670 -2.9548 0.6025  O21 0.970
21 O -1.1654 -2.1539 0.3779  H19 0.955, H20 0.970

# 5
Computed, not measured: 3 unconnected molecules or ions with the total composition C4H14NO2 in a non-equilibrium geometry, with the ωB97M-V functional and the def2-TZVPD basis.

Computed properties:
LUMO energy (alpha / beta)   -7.02 / -15.32 eV
Net charge   +2
Kohn-Sham gap (alpha / beta)   11.9 / 3.4 eV
2S+1   2

Each atom is followed by the atoms it is bonded to, with distances in Å.
Positions of all 21 atoms, in Å:
1 C 1.5796 0.2824 -0.8525  N2 1.551, C5 1.533, H6 1.080, H7 1.153
2 N 0.4605 -0.0660 0.1629  C1 1.551, C3 1.475, H8 1.064, H9 1.048
3 C -0.6974 -0.6955 -0.4986  N2 1.475, C4 1.521, H10 1.028, H11 1.123
4 C -0.8135 0.0632 -1.8115  C3 1.521, C5 1.644, H12 1.136, H13 1.151
5 C 0.7063 0.6368 -2.0620  C1 1.533, C4 1.644, H14 1.093, H15 1.154
6 H 1.9039 -0.7456 -0.9219  C1 1.080
7 H 2.3754 0.8790 -0.2689  C1 1.153
8 H 0.9322 -0.7226 0.8542  N2 1.064
9 H 0.1958 0.7952 0.6982  N2 1.048
10 H -0.5260 -1.6976 -0.6506  C3 1.028
11 H -1.7068 -0.4823 -0.0548  C3 1.123
12 H -1.4763 0.9763 -1.6760  C4 1.136
13 H -1.2373 -0.6037 -2.6482  C4 1.151
14 H 1.2023 0.0284 -2.8220  C5 1.093
15 H 0.7258 1.7682 -2.2877  C5 1.154
16 H 1.3580 -2.2856 3.1531  O18 1.028
17 H -0.1409 -2.5273 2.6431  O18 1.058
18 O 0.6253 -1.7980 2.6221  H16 1.028, H17 1.058
19 H -2.5958 1.6528 1.4731  O21 1.062
20 H -1.3240 2.2610 2.0774  O21 1.049
21 O -1.5702 1.7286 1.2077  H19 1.062, H20 1.049

Sequential energy relative to the best compared isomer or geometry (same formula, charge and spin) output: 321.86, 117.61, 188.48, 95.87, 294.99 kJ/mol